{
  "formula": "C63H140N8O11",
  "method": "the ωB97M-V functional and the def2-TZVPD basis",
  "elements": ["C", "C", "C", "C", "C", "C", "C", "C", "C", "N", "O", "H", "H", "H", "H", "H", "H", "H", "H", "H", "H", "H", "H", "H", "H", "H", "H", "H", "H", "H", "C", "C", "C", "C", "C", "C", "C", "C", "C", "N", "O", "H", "H", "H", "H", "H", "H", "H", "H", "H", "H", "H", "H", "H", "H", "H", "H", "H", "H", "H", "C", "C", "C", "C", "C", "C", "C", "C", "C", "N", "O", "H", "H", "H", "H", "H", "H", "H", "H", "H", "H", "H", "H", "H", "H", "H", "H", "H", "H", "H", "C", "C", "C", "C", "C", "C", "C", "C", "C", "N", "O", "H", "H", "H", "H", "H", "H", "H", "H", "H", "H", "H", "H", "H", "H", "H", "H", "H", "H", "H", "C", "C", "C", "C", "C", "C", "C", "C", "C", "N", "O", "H", "H", "H", "H", "H", "H", "H", "H", "H", "H", "H", "H", "H", "H", "H", "H", "H", "H", "H", "C", "O", "C", "C", "N", "C", "C", "O", "C", "H", "H", "H", "H", "H", "H", "H", "H", "H", "H", "H", "H", "H", "H", "H", "C", "O", "C", "C", "N", "C", "C", "O", "C", "H", "H", "H", "H", "H", "H", "H", "H", "H", "H", "H", "H", "H", "H", "H", "C", "O", "C", "C", "N", "C", "C", "O", "C", "H", "H", "H", "H", "H", "H", "H", "H", "H", "H", "H", "H", "H", "H", "H"],
  "xyz": [[-0.59, 5.92, 11.04], [-1.75, 6.88, 10.50], [-1.68, 6.99, 9.00], [-3.17, 6.31, 10.83], [-3.55, 6.50, 12.26], [-3.46, 8.01, 12.59], [-2.11, 8.72, 12.29], [-2.44, 10.22, 12.32], [-1.09, 8.29, 13.39], [-1.61, 8.25, 11.00], [-0.37, 8.92, 10.75], [0.35, 6.47, 11.10], [-0.80, 5.64, 12.08], [-0.53, 5.07, 10.37], [-2.49, 7.61, 8.62], [-0.70, 7.38, 8.71], [-1.78, 5.99, 8.59], [-3.82, 6.75, 10.07], [-3.23, 5.24, 10.66], [-4.58, 6.16, 12.31], [-2.86, 6.02, 12.96], [-3.73, 8.06, 13.65], [-4.20, 8.49, 11.96], [-1.48, 10.73, 12.42], [-3.15, 10.55, 13.08], [-2.81, 10.59, 11.36], [-1.26, 8.85, 14.31], [-0.05, 8.56, 13.21], [-1.21, 7.27, 13.75], [-0.59, 9.72, 10.27], [-2.16, -10.36, -9.35], [-1.54, -9.04, -8.87], [-0.44, -8.70, -9.93], [-2.68, -7.94, -8.77], [-3.56, -8.00, -7.45], [-2.69, -7.99, -6.20], [-1.66, -9.16, -6.25], [-0.68, -8.81, -5.07], [-2.34, -10.50, -5.91], [-0.90, -9.21, -7.49], [0.15, -10.07, -7.49], [-1.44, -11.15, -9.11], [-3.04, -10.64, -8.77], [-2.49, -10.36, -10.39], [0.21, -9.58, -9.94], [-0.85, -8.53, -10.92], [0.12, -7.79, -9.69], [-2.13, -7.00, -8.68], [-3.32, -7.87, -9.65], [-4.30, -7.20, -7.46], [-4.10, -8.94, -7.52], [-3.37, -8.14, -5.36], [-2.15, -7.06, -6.06], [0.12, -9.52, -4.86], [-1.34, -8.72, -4.21], [-0.14, -7.87, -5.19], [-2.10, -11.26, -6.66], [-3.42, -10.58, -5.96], [-1.99, -10.96, -4.98], [-0.36, -10.88, -7.45], [6.85, -5.08, -10.10], [8.03, -5.45, -9.13], [9.25, -6.11, -9.81], [8.60, -4.03, -8.54], [9.37, -4.31, -7.26], [8.62, -5.03, -6.22], [8.16, -6.42, -6.75], [9.38, -7.39, -6.78], [7.09, -7.04, -5.70], [7.44, -6.20, -8.05], [6.94, -7.44, -8.62], [6.72, -5.92, -10.77], [5.89, -4.91, -9.60], [7.12, -4.18, -10.66], [9.57, -5.62, -10.72], [10.24, -6.03, -9.36], [9.05, -7.15, -10.07], [9.22, -3.49, -9.25], [7.76, -3.39, -8.27], [10.28, -4.85, -7.50], [9.67, -3.37, -6.81], [7.78, -4.41, -5.92], [9.28, -5.21, -5.37], [10.24, -7.01, -7.32], [9.14, -8.32, -7.29], [9.63, -7.56, -5.74], [6.15, -6.49, -5.66], [7.61, -7.23, -4.76], [6.65, -7.97, -6.06], [6.05, -7.54, -8.26], [-8.48, 2.01, 1.48], [-8.58, 3.55, 1.20], [-7.79, 4.36, 2.30], [-7.97, 3.92, -0.19], [-8.74, 3.35, -1.33], [-10.13, 3.93, -1.24], [-10.91, 3.61, 0.09], [-12.06, 4.68, 0.21], [-11.53, 2.23, 0.16], [-10.00, 3.99, 1.16], [-10.63, 3.96, 2.44], [-7.43, 1.72, 1.51], [-8.89, 1.70, 2.44], [-9.03, 1.34, 0.81], [-6.76, 4.29, 1.93], [-8.00, 5.43, 2.31], [-7.96, 3.98, 3.30], [-7.60, 4.94, -0.31], [-6.98, 3.46, -0.19], [-8.23, 3.70, -2.22], [-8.80, 2.26, -1.26], [-10.61, 3.45, -2.10], [-10.18, 5.00, -1.48], [-12.58, 4.77, -0.75], [-11.84, 5.69, 0.54], [-12.80, 4.48, 0.98], [-12.39, 2.13, -0.50], [-11.81, 1.96, 1.18], [-10.78, 1.57, -0.30], [-10.43, 4.81, 2.84], [5.05, 4.78, -4.69], [4.34, 4.41, -3.45], [4.45, 2.92, -3.19], [4.91, 5.14, -2.20], [4.40, 6.59, -2.03], [2.85, 6.66, -2.10], [2.32, 6.02, -3.46], [0.74, 5.96, -3.35], [2.72, 7.05, -4.58], [2.88, 4.69, -3.70], [2.26, 4.27, -4.93], [4.62, 4.34, -5.59], [5.08, 5.86, -4.83], [6.09, 4.45, -4.73], [5.47, 2.56, -3.09], [4.09, 2.57, -2.22], [3.96, 2.33, -3.97], [4.64, 4.51, -1.35], [5.98, 5.25, -2.33], [4.77, 6.98, -1.09], [4.85, 7.26, -2.77], [2.62, 7.72, -2.06], [2.51, 6.04, -1.27], [0.41, 6.93, -2.99], [0.53, 5.40, -2.44], [0.29, 5.53, -4.25], [1.96, 7.83, -4.58], [2.64, 6.54, -5.54], [3.65, 7.62, -4.55], [1.86, 3.42, -4.78], [6.20, 1.70, 5.75], [7.30, 2.58, 6.01], [6.90, 3.93, 5.87], [8.19, 4.78, 5.83], [9.03, 4.46, 4.68], [10.19, 5.43, 4.64], [11.01, 5.16, 3.34], [12.05, 6.07, 3.45], [13.23, 5.80, 2.75], [6.24, 0.74, 6.27], [6.06, 1.47, 4.70], [5.27, 2.15, 6.09], [6.21, 4.24, 6.66], [6.34, 4.12, 4.95], [8.80, 4.47, 6.68], [8.17, 5.85, 6.02], [9.41, 3.53, 4.68], [10.81, 5.32, 5.52], [9.83, 6.46, 4.67], [10.47, 5.40, 2.42], [11.32, 4.11, 3.35], [13.19, 6.03, 1.69], [13.63, 4.79, 2.91], [14.03, 6.44, 3.12], [0.68, -1.70, -5.04], [0.03, -0.52, -4.68], [-1.21, -0.70, -4.08], [-1.05, -1.04, -2.56], [-0.90, 0.20, -1.73], [-0.71, -0.12, -0.32], [-0.61, 1.21, 0.49], [-0.45, 1.10, 1.90], [-1.50, 0.44, 2.57], [0.90, -2.40, -4.23], [1.67, -1.59, -5.48], [0.12, -2.19, -5.84], [-1.75, -1.47, -4.64], [-1.80, 0.20, -4.22], [-0.19, -1.67, -2.36], [-1.98, -1.50, -2.22], [-0.24, 0.82, -2.20], [0.26, -0.62, -0.28], [-1.45, -0.84, 0.02], [-1.51, 1.80, 0.32], [0.30, 1.68, 0.13], [-1.33, -0.63, 2.48], [-2.49, 0.72, 2.21], [-1.51, 0.69, 3.63], [-9.31, -7.43, 8.02], [-8.38, -7.09, 7.08], [-8.87, -6.31, 6.03], [-7.67, -5.34, 5.54], [-6.75, -6.11, 4.79], [-5.68, -5.33, 4.26], [-4.53, -6.29, 3.71], [-3.43, -5.73, 3.13], [-2.24, -5.43, 3.95], [-8.84, -7.85, 8.91], [-10.05, -8.10, 7.56], [-9.82, -6.55, 8.41], [-9.70, -5.68, 6.36], [-9.37, -6.85, 5.23], [-7.27, -4.84, 6.41], [-8.09, -4.58, 4.88], [-6.38, -6.92, 5.27], [-5.21, -4.75, 5.05], [-6.04, -4.71, 3.44], [-4.96, -6.93, 2.94], [-4.26, -7.07, 4.43], [-2.37, -4.52, 4.52], [-1.40, -5.21, 3.30], [-1.95, -6.32, 4.52]],
  "gap_ev": 8.45,
  "smiles": "CC1(C)CCCC(C)(C)N1O.CC1(C)CCCC(C)(C)N1O.CC1(C)CCCC(C)(C)N1O.CC1(C)CCCC(C)(C)N1O.CC1(C)CCCC(C)(C)N1O.COCCNCCOC.COCCNCCOC.COCCNCCOC",
  "relative_energy_ev": 2.3380,
  "multiplicity": 1,
  "lumo_energy_ev": 0.388
}

***

{
  "formula": "C63H144N12O15",
  "method": "the ωB97M-V functional and the def2-TZVPD basis",
  "elements": ["C", "C", "C", "C", "C", "C", "C", "C", "C", "N", "O", "H", "H", "H", "H", "H", "H", "H", "H", "H", "H", "H", "H", "H", "H", "H", "H", "H", "H", "H", "C", "C", "C", "C", "C", "C", "C", "C", "C", "N", "O", "H", "H", "H", "H", "H", "H", "H", "H", "H", "H", "H", "H", "H", "H", "H", "H", "H", "H", "H", "C", "C", "C", "C", "C", "C", "C", "C", "C", "N", "O", "H", "H", "H", "H", "H", "H", "H", "H", "H", "H", "H", "H", "H", "H", "H", "H", "H", "H", "H", "C", "C", "C", "C", "C", "C", "C", "C", "C", "N", "O", "H", "H", "H", "H", "H", "H", "H", "H", "H", "H", "H", "H", "H", "H", "H", "H", "H", "H", "H", "C", "C", "C", "C", "C", "C", "C", "C", "C", "N", "O", "H", "H", "H", "H", "H", "H", "H", "H", "H", "H", "H", "H", "H", "H", "H", "H", "H", "H", "H", "C", "C", "C", "C", "C", "C", "C", "C", "C", "N", "O", "H", "H", "H", "H", "H", "H", "H", "H", "H", "H", "H", "H", "H", "H", "H", "H", "H", "H", "H", "N", "C", "N", "O", "H", "H", "H", "H", "N", "C", "N", "O", "H", "H", "H", "H", "N", "C", "N", "O", "H", "H", "H", "H", "O", "C", "C", "O", "H", "H", "H", "H", "H", "H", "O", "C", "C", "O", "H", "H", "H", "H", "H", "H", "O", "C", "C", "O", "H", "H", "H", "H", "H", "H"],
  "xyz": [[-4.07, 8.24, 7.30], [-4.16, 7.82, 5.81], [-3.65, 6.39, 5.74], [-5.70, 7.76, 5.48], [-5.95, 7.81, 3.96], [-5.14, 8.92, 3.28], [-3.63, 8.80, 3.58], [-2.97, 7.54, 2.95], [-2.93, 10.04, 2.92], [-3.37, 8.83, 5.05], [-1.99, 8.85, 5.39], [-4.78, 7.75, 7.97], [-3.13, 8.11, 7.85], [-4.12, 9.30, 7.57], [-2.60, 6.29, 5.46], [-3.78, 5.85, 6.68], [-4.24, 5.65, 5.19], [-6.10, 6.81, 5.85], [-6.21, 8.60, 5.93], [-5.60, 6.88, 3.51], [-7.01, 8.00, 3.79], [-5.34, 9.93, 3.66], [-5.33, 8.88, 2.21], [-2.93, 7.53, 1.86], [-3.44, 6.60, 3.23], [-1.95, 7.43, 3.32], [-3.25, 10.99, 3.34], [-3.09, 9.94, 1.84], [-1.86, 9.84, 2.97], [-1.61, 8.10, 4.93], [6.78, 6.69, 3.32], [5.27, 6.49, 3.65], [4.45, 7.39, 2.63], [4.79, 4.91, 3.45], [5.21, 4.07, 4.61], [4.65, 4.59, 5.96], [5.17, 6.09, 6.31], [4.32, 6.72, 7.42], [6.64, 5.95, 6.75], [4.98, 6.92, 5.06], [5.35, 8.22, 5.24], [7.44, 5.91, 3.71], [6.89, 6.58, 2.24], [7.16, 7.68, 3.55], [3.36, 7.33, 2.68], [4.69, 8.45, 2.77], [4.66, 7.24, 1.57], [3.70, 4.91, 3.50], [5.15, 4.51, 2.50], [4.87, 3.04, 4.45], [6.30, 4.02, 4.69], [4.82, 3.86, 6.76], [3.56, 4.59, 5.95], [4.50, 6.14, 8.32], [3.27, 6.70, 7.13], [4.49, 7.75, 7.73], [7.24, 6.84, 6.92], [7.26, 5.41, 6.03], [6.71, 5.30, 7.62], [4.54, 8.68, 5.04], [5.26, -3.16, 6.77], [6.53, -4.03, 6.33], [6.29, -5.48, 6.83], [6.56, -3.99, 4.80], [7.09, -2.65, 4.24], [8.53, -2.49, 4.77], [8.63, -2.33, 6.35], [10.16, -2.37, 6.63], [7.97, -1.05, 6.88], [7.88, -3.52, 6.82], [7.97, -3.56, 8.26], [5.42, -2.77, 7.77], [5.03, -2.30, 6.14], [4.38, -3.81, 6.79], [5.35, -5.96, 6.56], [7.15, -5.98, 6.37], [6.41, -5.50, 7.91], [7.19, -4.83, 4.53], [5.52, -4.03, 4.48], [6.95, -2.80, 3.17], [6.45, -1.83, 4.56], [8.84, -1.49, 4.46], [9.07, -3.32, 4.31], [10.73, -1.47, 6.38], [10.60, -3.24, 6.15], [10.31, -2.49, 7.70], [7.88, -0.90, 7.95], [6.93, -0.90, 6.59], [8.55, -0.19, 6.53], [8.36, -4.41, 8.47], [3.82, -7.25, -3.07], [4.54, -8.69, -2.81], [4.50, -9.49, -4.10], [6.09, -8.58, -2.50], [6.35, -8.22, -1.06], [5.62, -9.09, -0.04], [4.03, -9.16, -0.18], [3.75, -10.45, 0.62], [3.34, -7.92, 0.21], [3.75, -9.36, -1.66], [2.40, -9.57, -1.99], [4.23, -6.65, -3.88], [2.77, -7.39, -3.29], [3.82, -6.67, -2.14], [3.52, -9.42, -4.57], [5.22, -9.11, -4.82], [4.70, -10.54, -3.88], [6.67, -9.45, -2.79], [6.33, -7.68, -3.07], [7.42, -8.35, -0.99], [6.24, -7.16, -0.83], [5.84, -8.76, 0.98], [6.05, -10.04, -0.34], [2.69, -10.71, 0.56], [3.79, -10.15, 1.67], [4.38, -11.33, 0.51], [2.45, -7.72, -0.39], [4.01, -7.07, 0.14], [3.06, -7.90, 1.27], [1.93, -8.75, -1.84], [0.06, -1.22, 1.10], [-1.42, -1.48, 0.71], [-2.02, -2.42, 1.67], [-2.23, -0.10, 0.77], [-1.80, 0.74, -0.39], [-2.07, 0.12, -1.79], [-1.44, -1.30, -1.94], [-2.28, -2.10, -2.97], [0.08, -1.15, -2.36], [-1.57, -2.12, -0.63], [-1.01, -3.34, -0.85], [0.13, -0.51, 1.93], [0.69, -2.11, 1.12], [0.69, -0.61, 0.44], [-3.01, -2.82, 1.43], [-1.38, -3.28, 1.86], [-2.10, -1.91, 2.62], [-3.27, -0.42, 0.72], [-1.95, 0.50, 1.63], [-2.29, 1.72, -0.36], [-0.82, 1.21, -0.40], [-1.60, 0.80, -2.49], [-3.15, 0.03, -1.93], [-3.34, -2.21, -2.73], [-1.85, -3.09, -3.14], [-2.24, -1.54, -3.90], [0.59, -2.11, -2.34], [0.60, -0.49, -1.66], [0.10, -0.72, -3.36], [-1.62, -4.07, -0.72], [-4.49, 8.00, -7.39], [-4.47, 6.67, -6.70], [-4.16, 5.61, -7.82], [-3.27, 6.54, -5.71], [-3.52, 7.28, -4.46], [-4.85, 6.74, -3.80], [-6.10, 6.76, -4.75], [-7.06, 5.92, -4.08], [-6.64, 8.24, -4.71], [-5.78, 6.29, -6.06], [-6.85, 6.27, -6.90], [-4.36, 8.84, -6.70], [-3.69, 8.12, -8.13], [-5.41, 8.17, -7.94], [-4.89, 5.54, -8.63], [-3.21, 5.77, -8.32], [-4.27, 4.63, -7.34], [-2.99, 5.49, -5.60], [-2.36, 7.05, -6.03], [-2.75, 7.06, -3.72], [-3.59, 8.37, -4.57], [-5.04, 7.07, -2.78], [-4.69, 5.67, -3.66], [-6.67, 4.92, -3.91], [-7.99, 5.73, -4.63], [-7.36, 6.30, -3.10], [-6.76, 8.69, -5.69], [-6.00, 8.93, -4.16], [-7.65, 8.34, -4.31], [-6.95, 5.32, -6.97], [-6.44, -7.75, -1.96], [-5.42, -7.98, -1.16], [-5.90, -8.47, -0.01], [-4.29, -7.59, -1.26], [-7.30, -8.20, -1.67], [-6.36, -7.07, -2.70], [-6.84, -8.84, -0.01], [-5.24, -8.98, 0.56], [-9.07, -4.85, 5.23], [-8.36, -5.39, 4.26], [-7.25, -5.97, 4.74], [-8.75, -5.44, 3.09], [-8.73, -5.23, 6.10], [-9.96, -4.44, 5.00], [-6.68, -6.51, 4.09], [-6.98, -5.91, 5.71], [-9.33, -0.20, -2.56], [-9.08, -0.86, -1.48], [-9.55, -2.09, -1.50], [-8.53, -0.41, -0.50], [-9.70, -0.67, -3.37], [-9.26, 0.81, -2.58], [-10.13, -2.58, -2.16], [-9.03, -2.65, -0.84], [-1.26, -5.44, -9.43], [-0.92, -4.05, -9.01], [0.25, -4.13, -8.05], [1.31, -4.66, -8.78], [-1.99, -5.68, -8.85], [-0.52, -3.43, -9.82], [-1.74, -3.61, -8.45], [0.04, -4.78, -7.20], [0.64, -3.18, -7.67], [1.02, -5.55, -8.97], [-1.57, -9.23, -7.25], [-2.59, -9.13, -6.25], [-4.00, -8.98, -6.90], [-4.27, -7.62, -7.31], [-1.76, -8.63, -7.98], [-2.65, -10.00, -5.59], [-2.29, -8.24, -5.70], [-4.72, -9.26, -6.14], [-4.21, -9.64, -7.74], [-5.21, -7.51, -7.45], [2.80, 0.78, -8.78], [3.10, 0.64, -10.14], [2.22, 1.72, -10.78], [0.87, 1.36, -10.71], [3.14, -0.01, -8.34], [4.17, 0.78, -10.30], [2.87, -0.40, -10.35], [2.39, 1.81, -11.85], [2.30, 2.72, -10.36], [0.54, 1.30, -9.81]],
  "gap_ev": 7.83,
  "smiles": "CC1(C)CCCC(C)(C)N1O.CC1(C)CCCC(C)(C)N1O.CC1(C)CCCC(C)(C)N1O.CC1(C)CCCC(C)(C)N1O.CC1(C)CCCC(C)(C)N1O.CC1(C)CCCC(C)(C)N1O.NC(N)=O.NC(N)=O.NC(N)=O.OCCO.OCCO.OCCO",
  "relative_energy_ev": 1.6183,
  "multiplicity": 1,
  "lumo_energy_ev": 0.119
}